1.
Formula: C3H7NO2
Source: the OMol25 dataset
Level of theory: ωB97M-V with the def2-TZVPD basis set

Bonds (Å) are listed after each position.
Atoms and positions in Å:
1 C -0.31074 0.48569 -1.29440  C2 1.595, N6 1.486, H7 1.085, H8 1.088
2 C -0.10007 0.69090 0.27287  C1 1.595, C3 1.503, H9 1.085, H10 1.088
3 C -0.00076 -0.62266 0.99734  C2 1.503, O4 1.345, O5 1.199
4 O 0.64242 -1.59624 0.32888  C3 1.345, H11 0.971
5 O -0.42986 -0.76591 2.10773  C3 1.199
6 N 0.00292 1.75441 -2.00090  C1 1.486, H12 1.019, H13 1.017
7 H -1.38574 0.34672 -1.33515  C1 1.085
8 H 0.37988 -0.25954 -1.68248  C1 1.088
9 H -0.93798 1.28986 0.61407  C2 1.085
10 H 0.84677 1.21926 0.36296  C2 1.088
11 H 0.90109 -2.36001 0.86937  O4 0.971
12 H 0.99195 1.94139 -1.84079  N6 1.019
13 H 0.00980 1.54961 -2.99725  N6 1.017

Values from the calculation:
Highest occupied orbital energy (eV): -9.80
Molecular weight (g/mol): 89.1
Relative energy (zero: lowest compared OMol25 entry of this formula, charge and spin) (kcal per mole): 22.11
Gap between HOMO and LUMO (eV): 10.46

natural (NBO) population analysis, charges in e, atoms 1 to 2: -0.217, -0.512

=====

2.
Formula: C3H7NO2
Source: the OMol25 dataset
Level of theory: ωB97M-V with the def2-TZVPD basis set

Bonds (Å) are listed after each position.
Atoms and positions in Å:
1 N 1.23483 1.17150 -1.00073  C2 1.219, H8 1.007
2 C 1.27962 0.14343 -1.65363  N1 1.219, O3 1.164
3 O 1.24869 -0.89017 -2.18825  C2 1.164
4 C -0.74580 -1.84097 0.00448  C5 1.328, H9 1.088, H10 1.087
5 C -1.09769 -0.79749 0.74693  C4 1.328, H11 1.087, H12 1.085
6 O 0.16613 1.86745 1.66313  H7 0.970, H13 0.964
7 H 0.59473 1.46699 0.89008  O6 0.970
8 H 1.69071 2.03548 -1.24320  N1 1.007
9 H 0.15762 -2.41348 0.20177  C4 1.088
10 H -1.31210 -2.15305 -0.86981  C4 1.087
11 H -1.97672 -0.20068 0.51607  C5 1.087
12 H -0.51574 -0.43980 1.58955  C5 1.085
13 H -0.72428 2.05077 1.34360  O6 0.964

Values from the calculation:
Highest occupied orbital energy (eV): -10.14
Molecular weight (g/mol): 89.1
Relative energy (zero: lowest compared OMol25 entry of this formula, charge and spin) (kcal per mole): 41.96
Gap between HOMO and LUMO (eV): 10.69

natural (NBO) population analysis, charges in e, atoms 1 to 2: -0.833, 0.896

=====

3.
Formula: C3H7NO2
Source: the OMol25 dataset
Level of theory: ωB97M-V with the def2-TZVPD basis set

Bonds (Å) are listed after each position.
Atoms and positions in Å:
1 O -1.07603 -0.66269 1.44265  C2 1.404, H7 0.970
2 C -1.25277 -0.64227 0.04991  O1 1.404, C3 1.531, H8 1.096, H9 1.103
3 C -0.53190 0.51263 -0.65072  C2 1.531, N4 1.469, H10 1.096, H11 1.094
4 N 0.88843 0.26927 -0.93550  C3 1.469, C5 1.321, H12 1.008
5 C 1.92509 0.20768 -0.11929  N4 1.321, O6 1.362
6 O 1.52222 0.33262 1.17618  C5 1.362, H13 0.970
7 H -0.14230 -0.46676 1.61758  O1 0.970
8 H -2.32937 -0.52889 -0.12090  C2 1.096
9 H -0.94210 -1.58857 -0.42475  C2 1.103
10 H -0.62992 1.41786 -0.04074  C3 1.096
11 H -1.00314 0.70477 -1.61912  C3 1.094
12 H 1.14855 0.17571 -1.90526  N4 1.008
13 H 2.42324 0.26864 1.52995  O6 0.970

Values from the calculation:
Highest occupied orbital energy (eV): -9.02
Molecular weight (g/mol): 89.1
Relative energy (zero: lowest compared OMol25 entry of this formula, charge and spin) (kcal per mole): 61.84
Gap between HOMO and LUMO (eV): 9.83

natural (NBO) population analysis, charges in e, atoms 1 to 2: -0.725, -0.069

=====

4.
Formula: C3H7NO2
Source: the OMol25 dataset
Level of theory: ωB97M-V with the def2-TZVPD basis set

Bonds (Å) are listed after each position.
Atoms and positions in Å:
1 C -1.12730 0.36092 0.14739  C2 1.515, C4 1.790, H7 1.093, H9 1.120
2 C -0.87248 -0.34673 -1.16733  C1 1.515, O3 1.430, H10 1.097, H11 1.089
3 O 0.55373 -0.34221 -1.06090  C2 1.430, C4 1.400
4 C 0.61345 -0.02491 0.30161  C1 1.790, O3 1.400, O5 1.387, N6 1.397
5 O 0.61134 -1.06393 1.22061  C4 1.387, H8 0.961
6 N 1.76991 0.72829 0.52109  C4 1.397, H12 1.009, H13 1.007
7 H -1.42050 1.41093 0.06536  C1 1.093
8 H -0.32370 -1.07997 1.44282  O5 0.961
9 H -1.96646 -0.12316 0.70949  C1 1.120
10 H -1.24029 -1.37997 -1.18283  C2 1.097
11 H -1.17179 0.16925 -2.07877  C2 1.089
12 H 2.32324 0.55951 1.34808  N6 1.009
13 H 2.25086 1.13198 -0.26663  N6 1.007

Values from the calculation:
Highest occupied orbital energy (eV): -9.29
Molecular weight (g/mol): 89.1
Relative energy (zero: lowest compared OMol25 entry of this formula, charge and spin) (kcal per mole): 60.95
Gap between HOMO and LUMO (eV): 10.32

natural (NBO) population analysis, charges in e, atoms 1 to 2: -0.553, -0.089